C43H36BrCrF4I2N4O2PS | ωB97M-V/def2-TZVPD

Summary:
LUMO level (alpha / beta) ... -3.2 / -2.8 eV
Kohn-Sham gap (alpha / beta) ... 7.11 / 7.52 eV
Largest force on an atom ... 0.6 eV Å⁻¹
DFT total energy ... -7382.471119 a.u.
HOMO (alpha / beta) ... -10.3 / -10.3 eV
<S²> ... 0.77

ORCA input file:
```
! RIJCOSX wB97M-V def2-TZVPD def2/J DEFGRID3
* xyz 1 2
N 0.19421 2.15468 -0.16953
C 2.19058 0.72523 2.58842
C 0.91934 -4.15065 3.00397
H -2.16879 -1.51493 -6.11948
N 0.76994 -0.19192 -4.97436
C -3.16982 -2.94931 -0.16000
H 3.55909 2.72988 4.93766
C 1.79124 3.81479 0.45379
H -4.99004 -1.31048 3.01275
H -2.54835 1.14149 0.55521
H -1.47513 -1.72989 -4.51082
H 2.61034 -2.17563 -4.36422
C -5.09135 -0.98880 -0.52128
H -2.67428 -1.91225 2.49021
C 1.44119 2.51207 0.15462
C 0.80898 4.79008 0.43805
H -1.55802 2.22750 2.72377
C 1.48033 2.22782 4.79603
C 0.80702 0.12270 -3.68388
H 5.89084 -0.71043 0.98329
C -1.94724 0.11149 2.57124
H 2.79443 0.09898 -5.37197
H -1.28123 5.15653 0.05747
H 6.61587 1.52424 -2.59262
Cr -0.42222 0.15762 -0.59943
H -3.88637 2.81649 3.24277
H -4.79967 -4.25235 0.30201
C 2.00251 -0.57989 -5.68217
F 1.53876 -5.19175 2.45829
H 4.24228 1.25966 -3.23150
C 4.19388 -0.38206 -0.27863
C -0.48638 -0.23986 -5.72984
C 4.60919 0.84418 -2.30456
C -3.75581 -0.69327 -0.73256
F -0.86420 -0.99445 4.85516
C 3.72298 0.16881 -1.46636
N 2.03665 0.11377 -3.12824
C 6.40015 0.43600 -0.75619
C -2.30720 1.44486 2.78083
P -0.25844 -0.29371 2.01737
H 4.19766 1.36219 2.96777
H -4.22945 1.34187 -1.18483
C -4.51335 -3.24683 0.02800
C 0.46274 -4.27554 4.30757
C 0.06192 -1.89220 2.86400
H 3.31891 -2.25183 -5.97824
H 2.17485 1.72321 0.17971
H -1.10472 0.60342 -5.42250
F 0.64176 -5.40248 4.97400
C 2.41060 -2.02080 -5.42288
C -4.59156 0.79147 3.15116
H 1.63783 -2.71913 -5.73876
C 3.16500 1.42005 3.28553
C 5.93757 0.98814 -1.94396
C 2.28301 0.04264 -1.84804
F -0.54991 -3.27351 6.17693
C 0.85528 0.77651 2.98249
O 1.46773 -0.16827 -0.87196
C -0.32433 -2.02362 4.19513
C -5.47339 -2.26084 -0.12540
H -5.83386 -0.21651 -0.67171
I -7.47204 -2.68034 0.25680
H -0.22450 -0.08262 -6.77544
C 2.80614 2.18280 4.38709
H 7.44171 0.53776 -0.48238
C -2.92906 -0.87273 2.65236
C 0.73679 -2.97578 2.29601
C -0.48364 4.42826 0.09360
C -3.62321 1.78199 3.06885
C -1.23606 -1.55156 -5.55788
C -3.36942 0.66539 -1.22612
N -2.25799 1.22570 -0.41993
H -2.90085 3.24939 -0.29138
Br 1.51953 -2.90471 0.59583
H 1.20260 2.80252 5.66853
H 1.04334 5.81621 0.68546
C 0.50776 1.51868 4.10778
H 2.46863 0.12605 1.73107
O -1.45945 -1.34658 -0.57734
C -0.14944 -3.19397 4.91586
C -0.74980 3.10820 -0.22030
C -2.75761 -1.65720 -0.50248
H 3.52072 -0.94929 0.34598
C 5.52883 -0.25570 0.07114
H -0.65402 -2.39266 -5.92950
H 1.81132 -0.41422 -6.74152
H -3.04118 0.61831 -2.26417
C -4.24050 -0.53447 2.94557
H -0.51210 1.52820 4.46842
S -0.65103 0.58243 -2.89974
H -2.11015 2.77648 -1.80123
H -5.61544 1.05027 3.38098
I -1.80786 -4.49676 0.07614
H 2.81570 4.04316 0.70684
C -2.08729 2.65164 -0.71415
*
```